# 1
A molecular structure, C36H40MgN7O3S4SbSi at a distorted geometry. Source: the Open Molecules 2025 dataset; level of theory: the ωB97M-V functional and the def2-TZVPD basis.

## Properties
largest force on an atom = 2.75 eV/A
orbital gap = 3.5503 eV
ΔE to the lowest compared entry with this formula, charge and spin = 0.000 eV
LUMO energy = 3.52 eV

ORCA input file:
```
! RIJCOSX wB97M-V def2-TZVPD def2/J DEFGRID3
* xyz -2 1
H 16.54421 13.47030 14.22431
H 13.88863 7.93230 7.98075
H 18.04503 7.80472 16.98435
C 22.91716 8.97516 17.13394
S 18.15941 9.88849 13.31206
O 14.96269 11.14624 12.76088
H 12.82752 7.41867 10.54366
H 14.13486 11.51246 17.72363
H 12.44907 5.08138 13.59908
H 23.74184 7.52034 18.47977
H 10.97472 5.86827 12.96764
C 14.36076 10.34147 15.95369
C 9.26351 11.55974 13.78267
H 24.19728 8.34389 15.53602
H 21.77955 10.39696 15.96996
C 15.77218 7.60546 8.94381
H 8.50659 12.24508 13.43506
N 15.76920 12.83640 14.05758
C 10.46166 11.47622 13.15222
S 18.98123 6.71141 15.21832
H 15.15276 11.61828 8.50189
C 17.94092 8.49277 18.98968
N 14.94111 9.29202 15.32998
H 12.95399 12.05742 11.10302
H 16.60024 12.03529 11.11550
H 9.93582 9.30087 16.22042
H 21.59758 7.14644 19.72107
C 16.97925 5.66134 8.18813
H 11.91757 6.56913 14.39860
C 16.51330 9.13096 17.15378
H 16.50176 13.16844 7.13396
C 15.93804 10.27054 17.77486
C 15.88221 8.63519 16.01130
H 10.68560 13.04234 11.67038
C 10.07903 9.84703 15.29499
H 13.92910 6.05229 10.83702
N 17.48868 8.31656 17.69480
C 12.83269 6.89024 12.53329
Si 15.63509 9.14052 10.07015
O 17.20648 8.87777 19.90383
S 16.29465 6.91810 12.37522
H 17.88417 5.03244 8.26183
C 14.73062 7.26041 8.08322
H 12.14289 5.72116 10.88534
C 9.08198 10.73001 14.89123
C 16.24710 11.51813 8.51309
H 17.25341 13.16816 12.17577
C 18.20398 10.34648 9.20519
Sb 18.52968 7.51485 13.03707
H 19.04114 12.71043 7.02150
C 14.74446 6.07569 7.36884
Mg 15.18772 9.05296 12.95879
H 18.68792 9.59125 9.81569
H 15.40450 12.40015 14.90894
C 11.24385 9.68852 14.56327
C 11.97371 6.05593 13.43227
N 16.44713 12.63037 11.90649
C 21.65853 7.83072 18.87076
C 18.97920 11.17897 8.45088
O 13.38045 7.90802 12.91785
H 8.13204 10.76701 15.43799
H 19.65740 10.04901 17.26711
H 24.14631 10.09574 15.80631
C 15.90410 5.31702 7.38030
C 16.97959 12.37626 7.73000
H 16.23797 7.66095 15.66093
H 20.05981 11.04227 8.37043
N 11.04089 12.20561 12.07998
C 14.75696 10.77490 17.19208
H 25.09014 9.00182 16.91843
N 19.29884 8.17530 19.25502
H 13.56584 10.82766 15.39132
C 12.24961 11.68201 11.85899
H 11.95985 8.88753 14.78656
C 16.90480 6.80787 8.98585
H 13.85730 5.75642 6.82861
S 20.02424 7.30083 11.31110
H 16.40463 10.75719 18.63210
C 20.45947 8.45894 18.51215
C 22.86712 8.07279 18.19491
C 15.71766 12.13864 12.90515
N 12.50926 10.62567 12.62875
H 14.30270 9.72802 9.71140
H 17.71544 7.03170 9.66355
C 12.92482 6.46976 11.09595
C 16.81738 10.47010 9.23731
C 11.42428 10.50392 13.45470
C 20.54108 9.42146 17.48025
C 24.16535 9.11720 16.29368
H 15.94257 4.42924 6.75124
H 19.49990 8.06954 20.23751
C 18.36190 12.14046 7.66010
C 21.74027 9.66299 16.80757
*
```

---

# 2
A molecular structure, C36H40N2O2Tl. Source: the Open Molecules 2025 dataset; level of theory: the ωB97M-V functional and the def2-TZVPD basis.

## Properties
largest force on an atom = 0.69 eV/A
orbital gap = 5.5090 eV
LUMO energy = 2.47 eV

ORCA input file:
```
! RIJCOSX wB97M-V def2-TZVPD def2/J DEFGRID3
* xyz -1 1
H -5.96178 -0.01725 -3.58914
H -5.19363 -3.01356 -0.29845
H -1.25373 1.49630 -1.17420
H -3.33602 -1.72312 1.72550
C -0.80854 -0.75928 -0.40693
H 4.76297 -1.45680 -1.20937
C -1.34033 1.96344 -3.24936
H 3.84815 -2.26310 -3.33610
H -0.89376 1.03053 -3.58886
C 3.62944 -0.67835 4.16181
C -0.40017 -1.32682 -1.72243
C 0.34397 -0.61891 0.35973
H -3.44664 3.41253 -2.08489
H -4.11938 1.60869 -3.54653
N -2.08180 -0.50853 -0.02027
H -3.04989 -3.72700 -1.39721
H -6.00417 -1.85646 -1.94655
H -2.13560 -1.77633 -2.91741
H 5.25517 1.41650 4.15934
H -3.04260 3.00250 -0.41457
H 1.10962 2.67532 -1.52692
H 0.97249 4.26935 1.36271
C 1.90212 2.59201 -0.77898
H 1.52027 -1.02627 4.54374
C 3.68828 -1.46798 -1.35623
H 2.44733 3.53900 -0.76105
O -0.38702 0.72305 2.18100
C 1.07494 -2.34320 -3.89706
C -5.18957 -1.13943 -1.92366
C -4.17812 -1.29312 -0.98378
C -2.63541 3.10135 -1.42294
C -5.17066 -0.11417 -2.85548
C -4.12688 0.79418 -2.82940
H 3.29382 3.83086 1.25358
H -4.46915 -3.04279 2.02569
C 1.77900 -1.90498 -2.74671
H -1.87665 3.88778 -1.41200
C 3.18823 -1.90887 -2.55253
H 2.58825 1.80390 -1.09288
C 2.87469 -1.02765 -0.28162
H 0.65962 1.38790 0.44112
H 3.99063 -2.80721 3.99002
C 4.44612 1.56777 3.45308
C 1.29149 2.25532 0.58679
H -0.32957 3.67606 0.31444
C -3.09115 0.68706 -1.91274
H 4.82478 -1.83917 2.76429
H -0.15734 3.03729 1.96308
C 2.43500 -0.86949 5.10860
H 3.08283 -2.12426 2.63346
C -4.29366 -2.14480 1.42776
C 0.38901 3.38714 1.08732
C -0.29536 -2.29819 -3.91725
H 3.36371 -0.72839 0.63238
N 0.30300 -0.37506 1.75899
C -4.25427 -2.50242 -0.06179
H -3.26793 -4.41816 0.22201
H 1.62407 -2.72390 -4.75148
Tl -2.55259 1.19580 1.72899
C 1.00631 -1.42961 -1.69783
H -5.08968 -1.42639 1.63801
H -2.04762 2.30396 -4.00980
H 5.13659 3.51097 2.83753
C -3.11020 -3.48982 -0.33318
C -2.02497 1.77373 -1.89182
H 2.60234 -1.73615 5.75363
C 1.50330 -1.00390 -0.43127
C -3.08744 -0.38761 -0.98026
C 2.36191 1.94432 1.62149
O 1.62309 -0.33272 2.30970
H -0.54800 2.71126 -3.16747
C -1.05719 -1.79124 -2.83504
C 3.34474 2.91307 1.82728
H -0.82561 -2.65755 -4.79187
C 4.38275 2.74223 2.71759
C 3.89590 -1.94069 3.33032
H -2.16108 -3.05667 -0.02328
C 2.43566 0.76137 2.37559
H 2.30875 0.01435 5.73707
H 4.51341 -0.51595 4.78795
C 3.49141 0.57645 3.30700
*
```

---

# 3
2 unconnected molecules or ions with the total composition C36H40N3O at a distorted geometry. Source: the Open Molecules 2025 dataset; level of theory: the ωB97M-V functional and the def2-TZVPD basis.

## Properties
largest force on an atom = 1.43 eV/A
orbital gap = 4.1444 eV
ΔE to the lowest compared entry with this formula, charge and spin = 2.622 eV
LUMO energy = -5.41 eV

ORCA input file:
```
! RIJCOSX wB97M-V def2-TZVPD def2/J DEFGRID3
* xyz 1 1
H -1.40734 3.27260 5.88298
H -3.24973 0.57426 2.60643
H 6.12112 -0.35617 -1.30404
C 3.68317 0.49307 0.60503
H -1.19472 -4.54349 -5.29443
H 6.55164 0.36732 2.30545
C 7.24584 1.28072 -2.09650
H -3.77447 -5.08744 -2.11988
C 1.40037 1.23007 0.68380
H -0.51871 -1.26322 5.32727
H -5.02399 -2.43466 -7.55488
H 0.73352 -1.77825 -2.15262
H -1.17534 0.92051 6.02402
H -1.66431 5.40047 4.64458
C -3.10177 -3.33940 -7.80074
H 0.38709 -0.59523 3.97469
H 5.02990 -0.50793 2.55448
C -0.39577 -0.07259 -0.29461
N -2.49871 2.72250 4.17655
C 5.74055 -0.15973 1.80720
H 6.14192 -1.01009 1.26070
C -4.18085 -3.01939 -5.69091
H -2.43919 -1.58024 3.96225
C -3.61074 3.11892 3.29707
C -3.69932 4.63940 3.15255
H 5.86450 3.28173 0.88362
C -4.17996 -2.88684 -7.06039
H -3.85513 -5.72026 -3.77174
C 7.09808 3.33517 -0.86725
C -3.10120 -3.61910 -5.04368
H -3.10107 -3.22795 -8.87308
C -0.32609 -1.88322 -2.02208
H 0.66765 1.96801 0.95818
H 1.65120 -1.90194 -0.58968
H 7.37635 4.36881 -0.73985
H -5.01337 -2.68116 -5.09694
H -2.86334 5.03501 2.56332
C 7.59540 2.61041 -1.93661
H -2.61552 5.55972 6.11706
H 3.04533 2.34597 1.44372
C -1.01859 -1.01127 -1.14756
H -3.45882 2.65186 2.31823
C -1.97875 1.41263 4.10416
O -3.69513 5.28790 4.41723
H -0.46003 -3.45038 -3.45210
H 7.64087 0.71468 -2.92515
N -3.10493 -3.76788 -3.60966
H -2.28546 -5.57628 -2.95972
C 2.71967 1.44767 0.95127
C -3.09719 -1.92617 -1.97759
C -0.99675 -2.77865 -2.80433
C -2.39626 -2.82770 -2.78662
C -0.57638 -0.54676 4.49778
H -4.53934 2.71123 3.70766
H -4.61989 4.94584 2.63883
H -1.04706 0.66851 0.14160
C -0.86483 0.89389 4.97295
C 3.27475 -0.70650 0.01023
C 5.90157 1.39558 -0.10587
C -3.26583 -5.12130 -3.08172
H 8.25747 3.08172 -2.64558
N 5.07017 0.74098 0.87582
C -2.37949 3.49287 5.42898
H -3.14336 3.13634 6.12765
H -4.17141 -1.93725 -2.01382
H -2.98001 -0.34995 -0.56899
H -1.19054 -4.29594 -7.74645
H 4.01961 -1.44349 -0.24064
C -2.02121 -4.07423 -5.80007
H -1.37969 -1.29464 2.58598
C -2.53141 4.99539 5.17917
H 0.01806 1.53671 4.88338
C -1.73410 -0.85986 3.52815
C 6.25455 2.73630 0.04105
C 6.40137 0.67787 -1.19377
C -2.02527 -3.93526 -7.16769
C 1.95245 -0.93154 -0.24650
C 0.97407 0.05415 0.02812
C -2.43020 -1.04457 -1.17939
C -2.43568 0.44112 3.29390
*
```

---

# 4
8 unconnected molecules or ions with the total composition C36H40N8 at a distorted geometry. Source: the Open Molecules 2025 dataset; level of theory: the ωB97M-V functional and the def2-TZVPD basis.

## Properties
largest force on an atom = 2.42 eV/A
orbital gap = 8.4664 eV
SMILES = c1cc[nH]c1.c1cc[nH]c1.c1cc[nH]c1.c1cc[nH]c1.c1ccncc1.c1ccncc1.c1ccncc1.c1ccncc1
ΔE to the lowest compared entry with this formula, charge and spin = 0.000 eV
LUMO energy = 0.37 eV

ORCA input file:
```
! RIJCOSX wB97M-V def2-TZVPD def2/J DEFGRID3
* xyz 0 1
H -0.89429 -3.46688 6.37226
N 4.77643 0.51625 3.51844
C -2.18914 2.37446 -3.96745
H -0.86094 3.21130 -0.50752
C -0.93391 -0.29914 -0.66638
C -3.11874 4.26805 0.31820
C 0.66497 -5.35217 -2.03116
C -0.03990 0.74255 -4.10846
H 3.27075 -2.53530 0.24778
H 2.01266 -2.65521 -3.23469
H 3.93705 0.41006 1.63853
C -4.42988 4.60432 0.45032
C 4.33616 -1.77346 -1.60177
C 3.36208 -1.93500 -0.64886
C -0.91810 -1.99190 0.80308
N 1.56327 -4.35654 -1.96151
H -0.89948 0.62939 -1.21153
H 0.77451 0.02992 -4.19746
C 3.79087 0.22838 2.69467
H 5.51446 0.56531 5.41255
N -0.80213 -1.44163 -1.36557
H 5.27768 -2.25082 -1.51454
H 1.48362 -0.91058 -0.49216
C -0.10214 -5.18461 -3.12835
C -0.84851 -2.50701 -0.52868
C 3.93573 -0.76819 -2.47865
C -5.40525 3.58283 0.33190
C 0.15401 2.05731 -3.88122
H -0.65543 -0.85267 6.70201
N 0.10392 3.37867 -0.84764
C 2.51976 -0.15261 3.13787
H 0.47584 -6.05638 -1.23178
H 1.99318 0.42611 -2.38623
N -1.85886 -0.43336 5.17477
H -2.35052 4.99251 0.52008
H 3.36796 -0.27080 6.38219
H 3.20577 2.44462 -1.36292
H 1.65983 -0.28332 2.47942
C 2.30604 -0.28717 4.50917
H -3.16856 1.05801 -0.22923
H -0.95248 -2.58487 1.69726
H -0.71866 4.03671 -3.78066
C 1.37705 -3.50342 -3.03112
H 0.86473 1.47307 -0.38783
H -4.71419 5.60962 0.74893
H -0.90203 -5.82103 -3.40247
H -0.10092 -3.54020 -4.64150
H -3.37509 -2.59131 3.11542
C -2.30666 0.96557 -4.15385
N -1.24060 0.19100 -4.10997
H 2.46847 5.11000 -2.20237
H -2.22997 -4.18360 4.39630
H 4.48976 -0.43903 -3.35811
H -3.28288 0.47917 -4.23295
C -1.23519 -1.33493 5.91962
C -3.59786 2.02636 -0.09437
H -5.62511 1.45682 0.10153
C 3.37627 0.00968 5.35056
C 2.68819 -0.31756 -2.03790
C 1.08962 2.43413 -0.80454
C -4.94668 2.26065 0.12066
C -2.55632 -0.89084 4.15037
H 1.34301 -0.63390 4.88896
C 0.32509 -3.95745 -3.74898
C -2.78188 -2.20948 3.89591
H 2.27420 -4.18854 -1.27822
N -2.72708 3.04548 -0.05634
H -6.44396 3.76509 0.53049
C -0.91398 2.94545 -3.86399
C 2.25064 3.01193 -1.28188
C -2.18364 -3.15991 4.70303
C 1.87834 4.31809 -1.73294
C 0.52199 4.52150 -1.50680
H 1.15417 2.38242 -3.83558
H -0.77084 -3.54260 -0.88813
C -1.07997 -0.57507 0.70611
H -3.08292 2.96706 -3.80247
H -0.68329 -1.51433 -2.36520
H -2.91853 -0.05001 3.52576
C 4.59033 0.42166 4.83083
H -0.12775 5.43411 -1.54985
C -1.41581 -2.69714 5.80065
H -1.14027 0.16690 1.50449
N 2.35192 -1.05251 -0.94837
*
```

---

# 5
A molecular structure, C36H41Br30O4P at a distorted geometry. Source: the Open Molecules 2025 dataset; level of theory: the ωB97M-V functional and the def2-TZVPD basis.

## Properties
largest force on an atom = 3.28 eV/A
orbital gap = 8.0646 eV
LUMO energy = -0.23 eV

ORCA input file:
```
! RIJCOSX wB97M-V def2-TZVPD def2/J DEFGRID3
* xyz 0 1
C -6.08538 2.96109 8.93581
H -1.11753 3.35456 -6.82858
C -4.29355 -1.53817 6.06544
Br 0.61272 2.50526 -4.68069
H -1.53662 4.41305 -5.51779
C 1.94862 2.45080 -1.02946
Br -6.81127 1.60051 10.08639
Br 6.37891 3.84879 -4.51007
Br 4.29503 6.56981 -4.43308
C -1.54775 0.27141 1.31920
H -1.81181 2.98346 -0.71786
C -1.11971 -5.09817 0.68390
C -0.28385 1.66508 -1.43957
Br 0.77195 -6.09765 7.65812
H 3.22099 8.10762 -2.82533
H -2.83769 -6.27404 1.27295
H -3.16599 0.55018 -0.00684
C 0.11231 3.76734 -0.27858
C -1.33856 0.35317 -3.49128
H 0.38704 -3.73943 0.01544
H -0.42452 -5.76826 1.17273
H -2.19591 0.30840 2.19410
H 1.07929 -2.14585 -3.27282
O -2.40824 -0.67063 -3.41167
Br 3.20480 -6.93079 5.80560
H -0.01129 -1.69857 -0.88885
Br -5.55581 2.23568 7.23911
H -0.30591 4.62819 0.22095
P 0.09479 -0.55397 -4.42336
C -1.72630 3.42391 -5.92578
C -0.67187 -3.96738 0.03775
H 5.74799 -0.35927 1.50665
Br -7.06738 -6.50067 -2.46269
H 1.10425 -4.26819 5.97498
Br -4.17300 -0.99333 7.90156
Br 3.51598 4.69253 1.73551
C 1.01479 0.05018 1.27762
C -2.91309 -3.43611 -0.54899
C 3.95448 7.32543 -2.69929
C -1.95446 1.40039 -4.41047
H -6.87249 3.67651 8.75055
H 2.48969 0.20269 2.90309
C 5.42905 0.55592 1.01987
H 3.02157 2.32553 -1.08930
C -3.35837 -4.57111 0.10728
C -2.46536 -5.40761 0.74859
Br 0.64734 -3.70218 3.61415
Br 6.02763 3.16221 -1.42275
H 6.16977 1.66757 -3.38300
O 1.13403 -1.18232 -3.32731
Br -0.92304 -2.41385 -5.23909
C 5.66528 2.60979 -3.22990
Br 5.53188 8.13537 -1.95636
Br 0.10873 -0.48242 -7.16799
Br -6.09570 -1.98161 5.56741
C 2.20054 -0.47210 2.09659
Br -4.64251 3.90935 9.78191
C -2.43258 -0.23742 0.17436
Br -3.81996 1.30926 -4.74724
H -0.84937 -2.17454 -2.31983
Br -5.02470 -4.06671 -2.47547
C -0.32169 -0.56801 1.71731
H 3.74989 0.63115 -0.28478
Br 2.70327 -2.41451 5.67741
H 5.94358 0.60760 0.06268
H -4.41224 -4.79536 0.12380
H 1.49567 0.62982 -2.03628
Br -3.53771 -0.21419 4.89160
H -3.00212 -1.08381 0.53988
C -1.79249 -0.53442 -1.17886
Br 4.93675 7.53565 1.68376
C 1.09203 1.50530 -1.54514
H 1.95470 -1.47424 2.43520
H 5.20296 5.66519 3.27059
C -0.74626 2.82224 -0.81613
H 5.72715 1.43656 1.58187
H -3.70096 -2.43531 5.95647
H 1.81036 -8.31044 7.30894
C 1.48593 3.58478 -0.39292
C -2.95799 -0.73159 -2.16978
H -1.20730 1.29334 1.17718
Br 3.19148 6.01764 -1.51398
Br 2.41586 -1.11313 -9.26961
O -4.13800 -0.82561 -1.98492
H -2.75476 3.29268 -6.22753
C -1.25318 2.36755 -4.99123
O 3.33382 -0.66241 1.24851
Br 3.78714 2.30971 -3.49785
Br -0.27915 0.25695 -10.28788
C 3.90882 0.54681 0.79137
Br 6.67483 4.88006 1.45120
H -3.62080 -2.79461 -1.03451
C 0.97053 0.07210 -8.82738
C 5.10013 5.69294 2.19577
C 2.23551 -7.32382 7.41831
C -1.31723 0.71927 -1.98133
H 1.20702 -0.25947 0.25291
H -6.96051 -4.53610 -3.95484
C -1.01118 -1.86652 -1.29220
H 0.92669 1.13296 1.35341
C 1.02430 -3.32215 5.45831
H 2.16907 4.32701 0.00186
H -0.28395 -0.58681 2.80923
H 3.47425 1.41815 1.28208
C -6.18902 -5.16812 -3.54062
H 1.39934 1.04967 -8.66017
H -2.23946 1.30901 -1.93920
Br 3.38462 -7.36084 8.95519
Br -0.42384 -2.35190 6.26761
C -1.56484 -3.09209 -0.57702
H -0.36967 -1.60925 1.40543
Br -5.24928 -5.95813 -5.01997
*
```